1.
The following is a quantum chemistry calculation of a single C6H9NS molecule at a distorted geometry, from the OMol25 dataset.

Each line ends with the Löwdin charge.
Cartesian coordinates (Å):
C (0.461, -1.184, -1.156)  -0.206
C (-1.112, 0.739, -0.952)  -0.752
C (-0.296, 1.668, -1.713)  -0.110
C (0.663, -1.156, 1.967)  -0.138
C (0.384, -0.039, 1.075)  -0.240
C (-0.398, -0.496, -0.239)  -0.333
N (1.180, -1.710, -1.896)  0.175
S (-2.729, 0.765, -0.749)  0.759
H (-0.874, 2.614, -1.950)  0.113
H (0.049, 1.341, -2.631)  0.071
H (0.540, 1.846, -1.146)  0.057
H (1.108, -0.817, 2.934)  0.091
H (1.404, -1.921, 1.587)  0.100
H (-0.297, -1.639, 2.236)  0.091
H (-0.185, 0.587, 1.718)  0.106
H (1.290, 0.466, 0.703)  0.122
H (-1.188, -1.064, 0.211)  0.093

Frontier orbital gap: 8.563 eV
Energy relative to the best compared isomer or geometry (same formula, charge and spin): 32.2 kcal per mole
LUMO energy: -0.442 eV
SMILES string: CC[C@H](C#N)C(C)=S
E: -686.9116 hartree
Charge: 0
Highest occupied orbital energy: -9.01 eV

2.
The following is a quantum chemistry calculation of a single C3H6O molecule at a distorted geometry, from the OMol25 dataset.

Each line ends with the Löwdin charge.
Cartesian coordinates (Å):
C (-0.385, 0.405, -0.392)  -0.487
C (-0.209, -0.331, 0.788)  -0.132
C (0.996, 0.218, 0.077)  -0.106
H (-1.559, -1.004, -1.212)  0.219
H (-0.631, 1.512, -0.298)  0.162
H (-0.181, -1.358, 0.655)  0.084
H (-0.282, 0.028, 1.850)  0.130
H (1.495, 1.112, 0.505)  0.113
H (1.644, -0.436, -0.412)  0.082
O (-0.888, -0.146, -1.563)  -0.065

Frontier orbital gap: 10.449 eV
Energy relative to the best compared isomer or geometry (same formula, charge and spin): 53.4 kcal per mole
LUMO energy: 0.927 eV
SMILES string: OC1CC1
E: -193.0581 hartree
Charge: 0
Highest occupied orbital energy: -9.52 eV

3.
The following is a quantum chemistry calculation of a single C6H14O molecule at a distorted geometry, from the OMol25 dataset.

Each line ends with the Löwdin charge.
Cartesian coordinates (Å):
C (-1.558, -1.827, -1.274)  -0.221
O (-2.962, -1.460, -1.351)  -0.094
C (-0.898, -1.029, -0.182)  -0.199
C (-0.048, 0.212, -0.562)  -0.208
C (1.150, 0.529, 0.366)  -0.444
C (1.766, 1.854, 0.007)  -0.118
C (0.727, 0.489, 1.804)  -0.096
H (-1.146, -1.879, -2.246)  0.101
H (-1.695, -2.853, -0.965)  0.107
H (-3.121, -0.592, -0.976)  0.066
H (-0.176, -1.633, 0.374)  0.107
H (-1.520, -0.767, 0.674)  0.108
H (0.240, 0.195, -1.610)  0.108
H (-0.848, 0.985, -0.667)  0.122
H (1.839, -0.321, -0.009)  0.163
H (2.651, 2.136, 0.651)  0.083
H (1.206, 2.769, 0.076)  0.067
H (2.379, 1.850, -0.975)  0.102
H (1.175, 1.209, 2.516)  0.081
H (1.181, -0.371, 2.352)  0.090
H (-0.343, 0.505, 1.996)  0.073

Frontier orbital gap: 11.024 eV
Energy relative to the best compared isomer or geometry (same formula, charge and spin): 43.5 kcal per mole
LUMO energy: 0.995 eV
SMILES string: CC(C)CCCO
E: -312.1858 hartree
Charge: 0
Highest occupied orbital energy: -10.03 eV

The highest energy relative to the best compared isomer or geometry (same formula, charge and spin) belongs to which entry?
C3H6O